[1]
Below is a cluster of 2 separate species, C5H8N2 in total in a non-equilibrium geometry, with properties calculated with ωB97M-V with the def2-TZVPD basis set.

Values from the calculation:
Energy relative to the best compared isomer or geometry (same formula, charge and spin) ... 152.2 kcal/mol
Energy ... -8288.3958 eV
Max |F| ... 0.106 Eh/bohr
Spin multiplicity ... 1
Lowest unoccupied orbital energy (alpha / beta) ... -0.0768 / -0.0767 Ha

Last columns: bonded neighbours and bond lengths (Å).
Geometry (Å):
1 C 3.02 -0.18 0.30  N6 1.150
2 C 0.33 -2.25 -0.10  C3 1.298, H8 1.086, H9 1.064
3 C 0.37 -0.95 -0.12  C2 1.298, C5 1.482
4 C 0.43 1.55 -0.64  C5 1.571, H10 0.989, H11 1.011, H12 1.069
5 C -0.43 0.29 -0.26  C3 1.482, C4 1.571, N7 1.476, H13 1.122
6 N 4.11 0.20 0.25  C1 1.150
7 N -1.11 0.44 1.04  C5 1.476, H14 0.981, H15 1.009
8 H -0.54 -2.90 -0.22  C2 1.086
9 H 1.01 -3.04 0.08  C2 1.064
10 H 1.00 1.75 0.14  C4 0.989
11 H 0.97 1.21 -1.43  C4 1.011
12 H -0.32 2.28 -0.84  C4 1.069
13 H -1.00 -0.03 -1.17  C5 1.122
14 H -1.61 -0.40 1.12  N7 0.981
15 H -0.49 0.69 1.80  N7 1.009

Atom charges from the Löwdin analysis, given in e for atoms 1 to 2: atom 1 (C): -0.266, atom 2 (C): 0.042

---

[2]
Below is a cluster of 2 separate species, C5H14IN2 in total in a non-equilibrium geometry, with properties calculated with ωB97M-V with the def2-TZVPD basis set.

Values from the calculation:
Energy relative to the best compared isomer or geometry (same formula, charge and spin) ... 32.1 kcal/mol
Energy ... -16484.8629 eV
Max |F| ... 0.050 Eh/bohr
Spin multiplicity ... 1
Lowest unoccupied orbital energy ... -0.1756 Ha
Total charge ... +1

Last columns: bonded neighbours and bond lengths (Å).
Geometry (Å):
1 C 1.68 -2.08 0.63  C4 1.550, H9 1.121, H10 1.124, H11 1.132
2 C -1.53 0.82 -2.07  C5 1.518, H12 1.088, H13 1.093, H14 1.096
3 C 0.31 0.00 1.47  C4 1.524, N6 1.256, H15 1.111
4 C 0.99 -0.73 0.31  C1 1.550, C3 1.524, N7 1.403, H16 1.099
5 C -1.35 1.85 -0.97  C2 1.518, I8 2.249, H17 1.110, H20 1.187
6 N -0.70 -0.55 1.97  C3 1.256, H18 1.018, H19 1.024
7 N 1.80 -0.05 -0.61  C4 1.403, H21 0.993, H22 0.990
8 I -2.86 2.13 0.67  C5 2.249
9 H 2.46 -1.81 1.40  C1 1.121
10 H 2.12 -2.39 -0.36  C1 1.124
11 H 0.87 -2.82 0.93  C1 1.132
12 H -0.73 0.89 -2.80  C2 1.088
13 H -2.53 0.95 -2.51  C2 1.093
14 H -1.34 -0.12 -1.54  C2 1.096
15 H 0.56 0.96 1.96  C3 1.111
16 H 0.04 -0.92 -0.21  C4 1.099
17 H -1.35 2.90 -1.35  C5 1.110
18 H -1.04 -1.47 1.72  N6 1.018
19 H -1.14 -0.09 2.78  N6 1.024
20 H -0.41 1.64 -0.29  C5 1.187
21 H 1.37 0.83 -0.78  N7 0.993
22 H 2.76 0.07 -0.37  N7 0.990

Atom charges from the Löwdin analysis, given in e for atoms 1 to 2: atom 1 (C): -0.010, atom 2 (C): -0.167

---

[3]
Below is a cluster of 16 separate species, C4H40O15S2 in total in a non-equilibrium geometry, with properties calculated with ωB97M-V with the def2-TZVPD basis set.

Values from the calculation:
Energy relative to the best compared isomer or geometry (same formula, charge and spin) ... 68.9 kcal/mol
Energy ... -57177.1542 eV
Max |F| ... 0.103 Eh/bohr
Spin multiplicity ... 1
Lowest unoccupied orbital energy ... -0.0187 Ha

Last columns: bonded neighbours and bond lengths (Å).
Geometry (Å):
1 C -0.11 -1.85 0.32  C2 1.590, H7 1.209, H8 1.177, H9 0.999
2 C 1.39 -2.23 -0.06  C1 1.590, S3 1.892, H10 1.073, H11 1.064
3 S 2.84 -1.01 0.01  C2 1.892, S4 1.939, C5 1.827
4 S 4.40 -1.90 -0.71  S3 1.939
5 C 2.08 0.00 -1.31  S3 1.827, C6 1.475, H12 1.105, H13 1.099
6 C 2.91 1.17 -1.65  C5 1.475, H14 1.113, H15 1.153, H16 1.103
7 H -0.93 -2.26 -0.46  C1 1.209
8 H -0.49 -0.74 0.37  C1 1.177
9 H -0.37 -2.34 1.15  C1 0.999
10 H 1.43 -2.34 -1.13  C2 1.073
11 H 1.67 -3.14 0.43  C2 1.064
12 H 1.96 -0.65 -2.20  C5 1.105
13 H 1.04 0.28 -1.09  C5 1.099
14 H 2.18 1.75 -2.26  C6 1.113
15 H 3.89 1.13 -2.26  C6 1.153
16 H 3.19 1.81 -0.80  C6 1.103
17 H 2.81 -2.50 -3.26  O19 0.920
18 H 3.38 -3.41 -2.25  O19 0.953
19 O 2.71 -3.35 -2.93  H17 0.920, H18 0.953
20 H -2.89 -1.06 1.95  O22 0.998
21 H -3.47 -1.60 0.70  O22 0.906
22 O -2.81 -1.81 1.29  H20 0.998, H21 0.906
23 H -3.01 -0.86 -2.97  O25 1.012
24 H -1.84 -1.01 -4.02  O25 0.952
25 O -2.09 -0.52 -3.24  H23 1.012, H24 0.952
26 H 2.25 0.79 4.02  O28 0.943
27 H 3.40 0.63 2.89  O28 0.990
28 O 2.95 1.21 3.55  H26 0.943, H27 0.990
29 H -0.83 -3.73 4.10  O31 0.946
30 H 0.21 -3.21 3.38  O31 0.911
31 O 0.03 -3.37 4.26  H29 0.946, H30 0.911
32 H 1.35 2.71 0.15  O34 0.973
33 H -0.22 2.62 0.44  O34 0.994
34 O 0.51 2.36 -0.19  H32 0.973, H33 0.994
35 H -0.68 2.26 -1.87  O37 0.962
36 H -1.77 1.39 -2.25  O37 0.957
37 O -1.61 2.13 -1.66  H35 0.962, H36 0.957
38 H -2.02 1.02 3.60  O40 0.948
39 H -2.74 -0.43 3.27  O40 1.016
40 O -2.23 0.16 3.93  H38 0.948, H39 1.016
41 H -1.99 2.51 1.02  O43 1.019
42 H -2.62 3.80 1.65  O43 0.979
43 O -2.56 2.84 1.80  H41 1.019, H42 0.979
44 H 2.79 2.82 1.98  O46 1.006
45 H 1.88 4.03 1.81  O46 1.002
46 O 2.50 3.46 1.26  H44 1.006, H45 1.002
47 H 1.34 -3.92 -2.43  O49 1.055
48 H 0.04 -3.68 -3.09  O49 0.918
49 O 0.30 -4.00 -2.27  H47 1.055, H48 0.918
50 H -3.28 1.06 -0.15  O52 1.008
51 H -4.23 1.43 0.98  O52 1.022
52 O -3.63 0.65 0.71  H50 1.008, H51 1.022
53 H -4.47 3.04 -1.46  O55 0.944
54 H -3.19 2.56 -1.12  O55 0.902
55 O -4.02 2.54 -0.79  H53 0.944, H54 0.902
56 H 0.47 2.11 -4.51  O58 0.997
57 H 0.29 0.76 -4.09  O58 0.936
58 O 0.37 1.59 -3.67  H56 0.997, H57 0.936
59 H 0.00 -0.74 4.36  O61 1.000
60 H 0.79 -0.55 2.93  O61 0.920
61 O 0.75 -0.36 3.83  H59 1.000, H60 0.920

Atom charges from the Löwdin analysis, given in e for atoms 1 to 2: atom 1 (C): -0.114, atom 2 (C): -0.389

---

[4]
Below is a cluster of 10 separate species, C29H83N5O14 in total in a non-equilibrium geometry, with properties calculated with ωB97M-V with the def2-TZVPD basis set.

Values from the calculation:
Energy ... -67517.2685 eV
Max |F| ... 0.078 Eh/bohr
Spin multiplicity ... 2
Lowest unoccupied orbital energy (alpha / beta) ... -0.0826 / -0.2803 Ha
Total charge ... +1

Last columns: bonded neighbours and bond lengths (Å).
Geometry (Å):
1 C -10.69 4.65 7.00  O2 1.416, H3 1.090, H4 1.090, H5 1.090
2 O -9.32 4.70 7.37  C1 1.416, H6 0.960
3 H -10.86 5.09 6.01  C1 1.090
4 H -11.05 3.62 7.08  C1 1.090
5 H -11.26 5.19 7.75  C1 1.090
6 H -8.87 5.50 7.13  O2 0.960
7 C -18.70 3.23 6.24  C8 1.535, H13 1.090, H14 1.090, H15 1.090
8 C -18.59 4.72 6.59  C7 1.535, C9 1.559, N12 1.419, H16 1.090
9 C -19.96 5.47 6.57  C8 1.559, O10 1.463, H17 1.090, H18 1.090
10 O -20.53 5.77 5.26  C9 1.463, C11 1.488
11 C -19.63 5.73 4.08  O10 1.488, H19 1.090, H20 1.090, H21 1.090
12 N -18.05 4.79 7.90  C8 1.419, H22 1.010, H23 1.010
13 H -17.67 2.87 6.18  C7 1.090
14 H -19.16 3.31 5.26  C7 1.090
15 H -19.41 2.64 6.81  C7 1.090
16 H -17.76 5.12 6.01  C8 1.090
17 H -19.75 6.39 7.11  C9 1.090
18 H -20.74 5.02 7.19  C9 1.090
19 H -19.62 4.70 3.73  C11 1.090
20 H -18.64 6.11 4.34  C11 1.090
21 H -20.02 6.27 3.21  C11 1.090
22 H -18.75 4.83 8.63  N12 1.010
23 H -17.56 5.66 8.06  N12 1.010
24 C -14.97 12.00 3.49  C25 1.578, H30 1.090, H31 1.090, H32 1.090
25 C -16.28 11.12 3.54  C24 1.578, C26 1.540, N29 1.420, H33 1.090
26 C -16.37 9.92 2.59  C25 1.540, O27 1.435, H34 1.090, H35 1.090
27 O -16.66 10.51 1.31  C26 1.435, C28 1.436
28 C -16.57 9.73 0.11  O27 1.436, H36 1.090, H37 1.090, H38 1.090
29 N -16.45 10.76 4.90  C25 1.420, H39 1.010, H40 1.010
30 H -14.69 12.22 2.46  C24 1.090
31 H -14.17 11.34 3.82  C24 1.090
32 H -14.89 12.83 4.19  C24 1.090
33 H -17.02 11.91 3.37  C25 1.090
34 H -17.06 9.16 2.96  C26 1.090
35 H -15.42 9.38 2.63  C26 1.090
36 H -17.10 10.16 -0.74  C28 1.090
37 H -16.88 8.71 0.33  C28 1.090
38 H -15.53 9.64 -0.22  C28 1.090
39 H -17.43 10.52 4.92  N29 1.010
40 H -16.05 9.84 4.99  N29 1.010
41 C -10.73 13.25 0.65  C42 1.515, H47 1.090, H48 1.090, H49 1.090
42 C -10.57 11.76 0.85  C41 1.515, C43 1.559, N46 1.447, H50 1.090
43 C -11.89 10.97 1.12  C42 1.559, O44 1.441, H51 1.090, H52 1.090
44 O -11.55 9.59 1.31  C43 1.441, C45 1.341
45 C -12.56 8.86 1.81  O44 1.341, H53 1.090, H54 1.090, H55 1.090
46 N -10.09 11.26 -0.42  C42 1.447, H56 1.010, H57 1.010
47 H -11.26 13.56 -0.26  C41 1.090
48 H -9.77 13.74 0.51  C41 1.090
49 H -11.20 13.45 1.61  C41 1.090
50 H -9.87 11.46 1.63  C42 1.090
51 H -12.59 11.10 0.30  C43 1.090
52 H -12.24 11.33 2.09  C43 1.090
53 H -13.59 9.18 1.63  C45 1.090
54 H -12.36 8.90 2.88  C45 1.090
55 H -12.47 7.80 1.56  C45 1.090
56 H -9.71 10.35 -0.18  N46 1.010
57 H -9.33 11.84 -0.75  N46 1.010
58 C -6.88 6.44 8.80  C59 1.489, H64 1.090, H65 1.090, H66 1.090
59 C -8.03 7.32 9.14  C58 1.489, C60 1.553, N63 1.469, H67 1.090
60 C -8.62 8.02 7.88  C59 1.553, O61 1.442, H68 1.090, H69 1.090
61 O -8.51 7.17 6.72  C60 1.442, C62 1.426
62 C -9.21 7.76 5.63  O61 1.426, H70 1.090, H71 1.090, H72 1.090
63 N -8.99 6.46 9.84  C59 1.469, H73 1.010, H74 1.010
64 H -6.50 6.04 9.74  C58 1.090
65 H -6.13 7.13 8.39  C58 1.090
66 H -7.17 5.57 8.22  C58 1.090
67 H -7.72 8.09 9.84  C59 1.090
68 H -8.15 8.99 7.75  C60 1.090
69 H -9.68 8.11 8.09  C60 1.090
70 H -10.25 7.96 5.87  C62 1.090
71 H -9.27 7.07 4.78  C62 1.090
72 H -8.63 8.61 5.26  C62 1.090
73 H -9.54 6.11 9.06  N63 1.010
74 H -8.53 5.60 10.10  N63 1.010
75 C -14.84 4.14 9.09  C76 1.603, H81 1.090, H82 1.090, H83 1.090
76 C -15.47 2.72 9.47  C75 1.603, C77 1.562, N80 1.484, H84 1.090
77 C -16.42 2.85 10.71  C76 1.562, O78 1.433, H85 1.090, H86 1.090
78 O -16.85 1.54 11.10  C77 1.433, C79 1.404
79 C -17.50 1.57 12.35  O78 1.404, H87 1.090, H88 1.090, H89 1.090
80 N -16.37 2.26 8.39  C76 1.484, H90 1.010, H91 1.010
81 H -14.12 4.50 9.83  C75 1.090
82 H -15.66 4.85 9.13  C75 1.090
83 H -14.40 4.18 8.10  C75 1.090
84 H -14.73 1.93 9.59  C76 1.090
85 H -17.24 3.56 10.71  C77 1.090
86 H -15.77 3.30 11.46  C77 1.090
87 H -18.26 2.34 12.20  C79 1.090
88 H -16.88 1.79 13.21  C79 1.090
89 H -18.00 0.62 12.56  C79 1.090
90 H -17.03 2.98 8.10  N80 1.010
91 H -16.90 1.54 8.86  N80 1.010
92 C -12.66 12.10 6.61  C93 1.489, O95 1.410, H96 1.090, H97 1.090
93 C -12.56 10.62 6.72  C92 1.489, O94 1.471, H98 1.090, H99 1.090
94 O -13.86 10.01 7.05  C93 1.471, H100 0.960
95 O -11.42 12.57 6.14  C92 1.410, H101 0.960
96 H -12.92 12.57 7.55  C92 1.090
97 H -13.52 12.27 5.96  C92 1.090
98 H -11.94 10.13 7.46  C93 1.090
99 H -12.14 10.22 5.80  C93 1.090
100 H -14.25 10.54 7.76  O94 0.960
101 H -11.42 13.49 5.89  O95 0.960
102 C -17.34 9.32 9.24  C103 1.546, O105 1.449, H106 1.090, H107 1.090
103 C -18.17 8.40 8.31  C102 1.546, O104 1.401, H108 1.090, H109 1.090
104 O -17.37 7.45 7.65  C103 1.401, H110 0.960
105 O -16.52 10.38 8.69  C102 1.449, H111 0.960
106 H -16.76 8.58 9.79  C102 1.090
107 H -17.96 9.85 9.96  C102 1.090
108 H -18.64 8.98 7.52  C103 1.090
109 H -18.90 7.87 8.92  C103 1.090
110 H -16.78 7.84 7.00  O104 0.960
111 H -16.15 10.74 9.50  O105 0.960
112 C -13.84 6.56 6.55  C113 1.514, O115 1.432, H116 1.090, H117 1.090
113 C -14.54 6.92 5.25  C112 1.514, O114 1.445, H118 1.090, H119 1.090
114 O -15.39 8.04 5.58  C113 1.445, H120 0.960
115 O -12.75 7.43 6.90  C112 1.432, H121 0.960
116 H -13.37 5.58 6.55  C112 1.090
117 H -14.62 6.39 7.29  C112 1.090
118 H -15.14 6.07 4.92  C113 1.090
119 H -13.86 7.17 4.43  C113 1.090
120 H -14.95 8.78 6.00  O114 0.960
121 H -13.11 8.31 6.78  O115 0.960
122 C -15.27 5.59 1.17  C123 1.495, O125 1.425, H126 1.090, H127 1.090
123 C -16.45 5.78 2.06  C122 1.495, O124 1.343, H128 1.090, H129 1.090
124 O -17.11 4.63 2.21  C123 1.343, H130 0.960
125 O -14.41 4.64 1.78  C122 1.425, H131 0.960
126 H -14.82 6.56 0.94  C122 1.090
127 H -15.62 5.28 0.18  C122 1.090
128 H -17.15 6.51 1.65  C123 1.090
129 H -16.21 6.08 3.08  C123 1.090
130 H -16.68 4.05 2.85  O124 0.960
131 H -14.95 3.90 2.05  O125 0.960

Atom charges from the Löwdin analysis, given in e for atoms 1 to 2: atom 1 (C): -0.153, atom 2 (O): -0.141